ORCA calculation (wB97M-V/def2-TZVPD) on a cluster of 2 separate species, C3H10NO2S in total in a non-equilibrium geometry.

* 2S+1: 1
* HOMO-LUMO gap: 0.236 Eh
* total charge: -1
* energy relative to the best compared isomer or geometry (same formula, charge and spin): 15.65 kcal per mole
* E_HOMO: -3.450 eV

Last column: Löwdin charge in e.
CARTESIAN COORDINATES (ANGSTROEM)
C  -0.49437  -0.00280  0.66480  -0.361
C  -1.91135  -0.58910  0.92987  -0.573
S  -2.08966  -1.39283  2.56410  0.640
N  -0.45357  0.65198  -0.59941  -0.092
C  0.78992  1.50943  -0.80436  -0.504
O  1.91241  0.79759  -0.84477  -0.313
H  0.15664  -0.89074  0.65792  0.103
H  -0.13662  0.62080  1.49092  0.105
H  -2.71341  0.01343  0.50384  0.063
H  -1.88414  -1.43836  0.22823  0.055
H  -2.46235  -0.36832  3.35156  -0.177
H  -0.50494  0.07058  -1.41819  0.085
H  0.76995  2.20769  0.08159  0.086
H  0.57040  1.99299  -1.79075  0.080
H  3.45556  -0.87188  -1.94745  -0.003
H  2.19267  -0.77439  -1.38215  -0.011
O  2.80285  -1.53607  -1.68576  -0.182

---

ORCA calculation (wB97M-V/def2-TZVPD) on a structure of composition C34H84Cl8O7S7 in a non-equilibrium geometry.

* 2S+1: 1
* HOMO-LUMO gap: 0.161 Eh
* energy relative to the best compared isomer or geometry (same formula, charge and spin): 1452.13 kcal per mole
* E_HOMO: -4.996 eV

Last column: Löwdin charge in e.
CARTESIAN COORDINATES (ANGSTROEM)
C  30.25644  20.65795  -4.49374  -0.363
S  31.69434  19.52489  -4.20747  0.985
O  32.42542  19.92295  -2.92075  -0.574
C  30.73804  17.98820  -3.90317  -0.283
H  29.69435  20.69349  -3.56052  0.059
H  29.61325  20.25709  -5.27714  -0.054
H  30.53135  21.67198  -4.78402  -0.049
H  31.22060  17.44114  -3.09326  0.066
H  30.58689  17.40512  -4.81162  -0.134
H  29.76511  18.20068  -3.46003  0.059
C  32.28225  21.84958  -2.78015  -0.287
S  31.03481  22.98135  -3.51163  0.919
O  31.20219  24.22217  -2.64235  -0.573
C  32.08532  23.33090  -4.98538  -0.236
H  32.01473  21.28600  -1.88633  0.091
H  33.19288  22.39679  -2.53641  0.053
H  32.59475  21.10297  -3.51024  -0.071
H  32.15940  22.43401  -5.60037  0.009
H  33.08177  23.66840  -4.70029  0.104
H  31.48522  23.97791  -5.62519  0.053
C  25.06112  22.98473  -9.59293  -0.186
S  26.41277  23.06623  -8.35743  1.078
O  27.72345  22.56290  -8.95667  -0.572
C  26.58127  24.83523  -8.51261  -0.239
H  24.09430  23.28629  -9.18991  0.073
H  24.89886  21.97733  -9.97623  0.037
H  25.20357  23.69076  -10.41105  0.065
H  27.16818  24.94733  -9.42425  0.096
H  27.10877  25.36285  -7.71796  0.056
H  25.60483  25.30993  -8.60912  0.089
C  31.88957  21.52981  -7.08278  -0.304
S  30.63745  20.60067  -8.10599  1.020
O  29.77078  20.21691  -6.89089  -1.015
C  29.73627  22.13307  -8.60685  -0.330
H  31.33750  22.23814  -6.46505  0.035
H  32.58365  22.05677  -7.73750  -0.079
H  32.52557  20.97558  -6.39254  0.066
H  30.39844  22.54637  -9.36765  -0.021
H  29.63065  22.81230  -7.76092  -0.008
H  28.71316  21.98388  -8.95196  -0.105
C  26.45880  18.11945  -8.91675  -0.323
S  26.03164  19.84293  -8.52539  0.870
O  25.42811  19.86765  -7.15361  -0.551
C  27.72575  20.60426  -8.45239  -0.338
H  25.60176  17.48297  -9.13692  0.058
H  26.81632  17.71018  -7.97188  -0.017
H  27.23191  18.05483  -9.68240  0.015
H  27.79088  21.65378  -8.16540  -0.102
H  28.20471  20.41336  -9.41273  0.085
H  28.31838  19.95106  -7.81191  -0.041
C  26.52682  21.57291  -5.67334  -0.288
S  27.63746  22.64659  -4.68804  1.001
O  28.47819  21.64768  -3.87946  -0.624
C  28.82167  23.09095  -6.07185  -0.267
H  27.15222  20.83791  -6.18005  0.008
H  26.08724  22.15018  -6.48675  -0.036
H  25.80448  20.99533  -5.09653  0.075
H  28.44024  23.26571  -7.07787  -0.022
H  29.52818  22.26172  -6.03525  0.044
H  29.36296  23.97346  -5.73083  0.064
C  30.95508  26.31906  -8.13029  -0.176
S  30.56893  24.54524  -8.32180  1.083
O  31.24135  23.85089  -7.17475  -0.680
C  28.81212  24.73355  -7.82455  -0.346
H  30.43504  26.86267  -8.91905  0.071
H  32.03673  26.44621  -8.17461  0.019
H  30.60801  26.56729  -7.12729  0.082
H  28.75229  24.82850  -6.74034  0.076
H  28.27760  23.83805  -8.14151  -0.034
H  28.32387  25.58305  -8.30212  0.054
C  33.93129  19.71326  -9.18700  -1.602
Cl  35.29080  18.82645  -8.43682  0.747
Cl  34.34160  19.66911  -10.92870  0.670
Cl  32.41807  18.97489  -8.95474  0.654
Cl  33.87164  21.37972  -8.58006  0.894
C  29.59806  17.35920  -6.81884  -1.748
Cl  28.85448  16.88709  -8.32952  0.639
Cl  31.35227  17.20809  -7.04005  0.594
Cl  29.03697  19.00131  -6.33925  0.864
Cl  29.09236  16.21280  -5.51266  0.518
C  34.22872  22.49648  -6.96289  -0.327
C  33.12974  23.48932  -7.41042  -0.355
C  33.62080  24.89199  -7.74080  -0.160
C  34.61411  25.01391  -8.86809  -0.185
C  35.14922  26.49049  -9.00011  -0.230
C  35.97310  26.71887  -10.24075  -0.105
H  34.69769  22.76864  -6.01732  0.081
H  35.00574  22.38306  -7.71885  0.063
H  33.78212  21.52147  -6.76798  -0.068
H  32.64024  23.05026  -8.27974  0.046
H  32.36075  23.62105  -6.64923  -0.028
H  34.08903  25.40936  -6.90343  0.137
H  32.76448  25.52693  -7.96811  0.020
H  35.44750  24.31402  -8.80720  0.125
H  33.99793  24.78566  -9.73776  0.058
H  34.25636  27.11041  -9.08135  0.097
H  35.65371  26.82967  -8.09537  0.109
H  35.63630  26.11637  -11.08435  0.038
H  36.06965  27.76513  -10.53076  0.076
H  36.96505  26.30651  -10.05612  0.077
C  34.29867  24.93023  -13.41500  -0.098
C  34.12644  24.30310  -11.99476  -0.266
C  33.08349  23.16925  -12.01158  -0.182
C  33.07717  22.53924  -10.63402  -0.328
C  32.16339  21.34194  -10.70577  -0.357
C  30.60890  21.63882  -10.98208  -0.072
H  33.32814  25.17845  -13.84459  0.066
H  34.67637  24.17289  -14.10194  0.068
H  34.98247  25.77873  -13.39128  0.060
H  35.13462  24.01879  -11.69336  0.114
H  33.80424  25.08640  -11.30867  0.076
H  33.43995  22.40795  -12.70545  0.117
H  32.12898  23.42536  -12.47137  0.116
H  34.07980  22.28314  -10.29162  0.044
H  32.75985  23.22010  -9.84419  0.077
H  32.51119  20.54831  -11.36703  0.024
H  32.26744  20.94947  -9.69421  -0.074
H  30.32530  21.56087  -12.03165  0.085
H  30.04730  20.78768  -10.59704  0.058
H  30.34774  22.55367  -10.45014  0.032
C  34.26175  19.80274  -6.56282  -0.317
C  34.57347  19.97703  -5.06896  -0.163
C  34.93944  21.44482  -4.73701  -0.253
C  35.42688  21.65773  -3.32752  -0.183
C  36.24312  22.98594  -3.13446  -0.250
C  36.48247  23.32350  -1.66572  -0.113
H  35.17230  19.69174  -7.15162  -0.117
H  33.79974  20.71407  -6.94245  -0.097
H  33.59166  18.96291  -6.74653  0.032
H  33.68243  19.85539  -4.45306  0.006
H  35.39048  19.34941  -4.71302  0.121
H  34.07970  22.09206  -4.91028  0.056
H  35.66220  21.79624  -5.47337  0.115
H  34.72142  21.57454  -2.50078  0.090
H  36.19911  20.88849  -3.32243  0.112
H  37.19895  22.94448  -3.65673  0.101
H  35.68747  23.81681  -3.56920  0.099
H  35.48345  23.22138  -1.24190  0.068
H  37.21342  22.71916  -1.12851  0.072
H  36.78123  24.36838  -1.58169  0.067

---

ORCA calculation (wB97M-V/def2-TZVPD) on a cluster of 2 separate species, C2H8N2 in total in a non-equilibrium geometry.

* 2S+1: 1
* HOMO-LUMO gap: 0.212 Eh
* energy relative to the best compared isomer or geometry (same formula, charge and spin): 184.64 kcal per mole
* E_HOMO: -8.491 eV

Last column: Löwdin charge in e.
CARTESIAN COORDINATES (ANGSTROEM)
N  -1.20126  0.87199  -2.10853  0.034
C  -1.02272  -0.00209  -1.02630  -0.295
C  0.44747  0.08892  -0.27968  -0.284
N  0.75020  -0.79173  0.77503  0.049
H  -1.25439  1.85481  -1.78997  0.033
H  -0.84430  -0.74971  -1.82560  0.088
H  1.11061  -0.42679  3.45944  -0.004
H  -1.85450  -0.40199  -0.44984  0.123
H  1.25232  0.10812  -1.00794  0.122
H  0.39395  0.87190  0.49607  0.096
H  1.31788  0.28429  3.43512  -0.001
H  0.90474  -1.70772  0.32220  0.040

---

ORCA calculation (wB97M-V/def2-TZVPD) on a cluster of 2 separate species, C5H10ClN5O3 in total in a non-equilibrium geometry.

* 2S+1: 1
* HOMO-LUMO gap: 0.214 Eh
* E_HOMO: -6.810 eV

Last column: Löwdin charge in e.
CARTESIAN COORDINATES (ANGSTROEM)
C  2.54864  -1.42988  0.81607  -0.106
C  1.15965  -1.11079  0.21670  -0.745
Cl  1.34501  -0.54216  -1.44147  0.749
C  0.56325  0.01871  1.01910  -0.150
N  -0.88449  0.21389  0.84184  0.029
N  -1.38390  1.46314  0.86879  0.168
C  -2.69953  1.35682  0.70381  -0.079
N  -3.06745  0.11043  0.59116  0.190
C  -1.92914  -0.60393  0.67373  -0.334
N  -1.86276  -1.96597  0.59982  0.156
H  3.21715  -1.83347  0.07219  0.072
H  2.39057  -2.13763  1.62907  0.081
H  2.94681  -0.53160  1.28164  0.078
H  0.60236  -2.03312  0.24760  0.076
H  1.02543  0.92589  0.63634  0.125
H  0.84444  -0.03415  2.06773  0.135
H  -0.79292  2.26996  0.99758  0.195
H  -3.31796  2.23374  0.67063  0.147
H  -1.88530  -2.51889  1.43317  0.110
H  -1.74200  -2.40779  -0.29162  0.117
N  0.73032  2.14668  -3.41942  -0.663
O  1.00910  1.07551  -4.00575  -0.130
O  1.53144  3.09541  -3.42933  -0.074
O  -0.34873  2.23919  -2.77939  -0.147